# 1
9
Properties=species:S:1:pos:R:3:nbo_charge:R:1 method="wB97M-V/def2-TZVPD" homo_ev="-9.17 / -8.47" de_lowest_kcal_mol=61.1 lumo_energy_ev="-0.68 / -0.30"
C -0.58215 0.11812 -0.54845 -0.60
C -0.69197 0.48339 1.04127 0.70
C 0.75233 -0.44534 -0.82094 -0.16
F 0.33893 1.22382 1.47959 -0.34
F -0.76094 -0.60780 1.74877 -0.31
Cl 1.10943 -1.93441 0.06454 0.02
Br 2.14839 0.64574 -1.16191 0.18
H -1.43563 -0.54838 -0.59409 0.25
H -0.87840 1.06486 -1.20879 0.26



# 2
9
Properties=species:S:1:pos:R:3:nbo_charge:R:1 method="wB97M-V/def2-TZVPD" homo_ev=-9.71 de_lowest_kcal_mol=16.2 lumo_energy_ev=-0.04 smiles="C=C(I)C(F)(F)Br"
C -0.91118 0.78255 0.64562 -0.40
C -0.54544 0.06261 -0.33564 -0.21
I -2.08100 -0.80136 -1.56121 0.17
C 0.98626 -0.55035 -0.29873 0.62
F 1.13336 -1.28594 0.82442 -0.33
F 1.35562 -1.33147 -1.28112 -0.31
Br 2.25469 0.91115 -0.34210 0.00
H -1.95528 1.07904 0.91883 0.23
H -0.23703 1.13378 1.42993 0.23



# 3
9
Properties=species:S:1:pos:R:3:nbo_charge:R:1 method="wB97M-V/def2-TZVPD" homo_ev=-8.55 de_lowest_kcal_mol=26.8 lumo_energy_ev=0.18 smiles="O=c1occn1Br"
O 1.94326 0.28294 -1.50063 -0.54
C 1.19214 0.11817 -0.60920 0.91
O 1.29769 -0.07404 0.66590 -0.44
C 0.06867 -0.21780 1.29127 -0.01
C -0.94080 -0.14111 0.40704 -0.07
N -0.43636 0.01602 -0.84460 -0.60
Br -1.23250 0.61038 -2.36701 0.29
H 0.10039 -0.37411 2.34832 0.22
H -1.99248 -0.22046 0.60891 0.23



# 4
7
Properties=species:S:1:pos:R:3:nbo_charge:R:1 method="wB97M-V/def2-TZVPD" homo_ev=-10.03 de_lowest_kcal_mol=74.7 lumo_energy_ev=-0.99
C 2.02006 0.46862 0.52202 -0.39
C 0.97039 0.08822 0.09900 -0.11
C -1.28434 -0.23447 -0.19155 -0.17
Cl -1.46265 -1.92852 -0.33359 0.10
Cl -1.67807 0.68762 -1.57338 0.11
H 3.02169 0.73154 0.72318 0.23
H -1.58708 0.18698 0.75431 0.23



# 5
42
Properties=species:S:1:pos:R:3:nbo_charge:R:1 method="wB97M-V/def2-TZVPD" total_charge=-2 multiplicity=4 s_squared=3.75 homo_ev="-4.83 / -4.84" de_lowest_kcal_mol=48.4 lumo_energy_ev="3.63 / 3.61"
V 20.21045 -12.11185 24.98102 1.39
P 19.95171 -12.55384 28.02292 2.60
F 18.95425 -11.63101 28.91691 -0.57
F 20.23078 -11.25997 27.09154 -0.58
F 21.07456 -12.03096 29.10242 -0.58
F 21.18517 -13.13908 27.07948 -0.59
F 19.81876 -13.90430 28.88160 -0.56
F 18.91957 -12.88435 26.86352 -0.57
P 23.01275 -9.91745 25.66022 2.60
F 23.34516 -10.50552 27.10027 -0.57
F 22.30227 -11.33294 25.25085 -0.60
F 21.59983 -9.27340 26.18814 -0.58
F 22.53536 -9.42514 24.19064 -0.58
F 23.63773 -8.44013 26.12651 -0.60
F 24.45142 -10.37747 25.14488 -0.58
P 18.14364 -9.86269 24.26840 2.60
F 18.12609 -8.71051 23.12235 -0.57
F 18.36046 -8.72017 25.41246 -0.57
F 16.56054 -9.74701 24.42628 -0.57
F 18.18407 -11.04375 25.43701 -0.60
F 18.18765 -11.07883 23.20412 -0.57
F 19.77547 -10.00234 24.26527 -0.57
C 23.19017 -11.38563 21.28075 0.76
F 23.60266 -10.83174 20.14865 -0.30
F 23.59154 -12.65992 21.23825 -0.33
F 23.75875 -10.76857 22.32434 -0.28
S 21.30293 -11.45219 21.41627 2.14
O 20.82128 -12.45142 20.48356 -0.90
O 20.97554 -11.84887 22.77910 -0.98
N 20.93532 -9.77452 21.21848 -1.06
S 20.20751 -9.83417 19.82511 2.17
O 21.10766 -10.20382 18.73270 -0.96
O 18.90973 -10.46405 19.86212 -0.94
C 19.82310 -7.99226 19.54081 0.74
F 18.88179 -7.56510 20.39377 -0.32
F 20.94338 -7.28042 19.76370 -0.32
F 19.32334 -7.75518 18.33031 -0.32
C 18.34018 -14.83656 22.45637 -0.33
Cl 19.12247 -14.25990 23.97074 0.01
Cl 17.20254 -16.25538 22.75948 -0.06
H 17.82431 -14.02140 21.95655 0.25
H 19.19542 -15.13716 21.85789 0.24



# 6
9
Properties=species:S:1:pos:R:3:nbo_charge:R:1 method="wB97M-V/def2-TZVPD" homo_ev=-8.92 de_lowest_kcal_mol=134.4 lumo_energy_ev=0.14 smiles="Cl/N=C/N1C=C1Cl"
Cl -2.19138 3.05246 -1.17276 0.14
N -1.42678 1.76037 -0.45639 -0.49
C -0.46153 1.18135 -1.09575 0.25
N 0.51392 0.30029 -0.62942 -0.44
C 1.07875 0.39972 0.80602 -0.06
C 1.77253 0.82763 -0.18275 0.11
Cl 2.91580 2.01479 -0.66737 0.09
H -0.48972 1.32205 -2.26679 0.17
H 1.04118 0.17323 1.79832 0.24



# 7
9
Properties=species:S:1:pos:R:3:nbo_charge:R:1 method="wB97M-V/def2-TZVPD" homo_ev=-9.58 de_lowest_kcal_mol=10.8 lumo_energy_ev=0.76 smiles=Clc1cc(Cl)[nH]n1
Cl -2.76146 -0.36617 0.00154 0.04
C -1.09986 0.04972 -0.00658 0.10
C -0.01478 -0.86382 0.00428 -0.36
C 1.07676 -0.04052 -0.00039 0.10
Cl 2.74911 -0.38829 -0.00003 0.06
N 0.62417 1.23891 0.00072 -0.35
N -0.71614 1.30491 -0.00258 -0.26
H -0.07925 -1.95927 -0.01071 0.25
H 1.16031 2.10601 0.01413 0.42



# 8
10
Properties=species:S:1:pos:R:3:nbo_charge:R:1 method="wB97M-V/def2-TZVPD" homo_ev=-9.85 de_lowest_kcal_mol=74.7 lumo_energy_ev=0.54 smiles="ClC1=CON=N[C@H]1Cl"
Cl 1.04935 -0.65814 2.19388 0.08
C 0.53151 -0.14989 0.69744 -0.16
C 0.77636 1.04106 0.18058 0.11
O 0.20787 1.50627 -0.98945 -0.32
N -0.93812 0.97804 -1.39168 0.19
N -1.29998 -0.07841 -0.92804 -0.19
C -0.52455 -0.92536 -0.00493 -0.17
Cl 0.26207 -2.09869 -1.00902 0.01
H 1.32877 1.70655 0.64260 0.20
H -1.39328 -1.32144 0.60861 0.25



# 9
8
Properties=species:S:1:pos:R:3:nbo_charge:R:1 method="wB97M-V/def2-TZVPD" homo_ev=-9.85 de_lowest_kcal_mol=84.3 lumo_energy_ev=-0.70
C 0.50424 -0.33731 -0.29631 0.37
C 1.80515 0.24154 0.00253 -0.11
C 2.81262 -0.80214 0.24495 -0.21
O 0.07216 -1.26795 0.31735 -0.46
Cl 1.82942 2.03325 0.04117 0.04
Cl 4.49234 -0.79543 -0.14384 0.04
H 0.42649 -0.59716 -1.65084 0.11
H 2.57371 -1.69801 -0.22962 0.22



# 10
9
Properties=species:S:1:pos:R:3:nbo_charge:R:1 method="wB97M-V/def2-TZVPD" homo_ev="-9.08 / -9.36" de_lowest_kcal_mol=90.4 lumo_energy_ev="-1.66 / -1.11"
C 0.84654 -1.30612 1.03585 0.30
C -0.54354 1.72880 -1.15825 0.44
C -0.14361 -0.55131 0.24087 -0.27
O 1.35225 -2.34398 0.67701 -0.48
O -1.07614 1.66727 -2.19483 -0.45
Cl 0.16734 2.95935 -0.27184 0.05
Cl -0.76000 -1.34017 -1.14126 0.07
H 1.00622 -0.88020 2.03632 0.12
H -0.84906 0.06636 0.77615 0.20